1.
ORCA calculation (ωB97M-V with the def2-TZVPD basis set) on C34H45GeN4O4SZn as an isolated structure.

Computed properties:
⟨S²⟩: 0.7606
Energy relative to the best compared isomer or geometry (same formula, charge and spin) (kJ/mol): 31.35
HOMO-LUMO gap (spin up / spin down) (eV): 8.1 / 5.3
LUMO (spin up / spin down) (eV): -4.775 / -7.763

ORCA input file:
```
! wB97M-V def2-TZVPD RIJCOSX def2/J DEFGRID3
* xyz 2 2
Zn 0.05 0.08 -0.01
C -1.40 -2.30 1.54
O -1.55 -0.98 1.00
C -2.48 -0.19 1.73
C -2.68 1.08 0.96
O -1.41 1.53 0.48
C -1.45 2.93 0.12
H -2.34 -2.85 1.45
H -1.10 -2.25 2.59
H -0.62 -2.80 0.96
H -2.09 0.01 2.73
H -3.43 -0.73 1.83
H -3.11 1.83 1.62
H -3.35 0.93 0.11
H -2.46 3.21 -0.17
H -0.78 3.10 -0.72
H -1.13 3.54 0.97
C 3.28 -1.04 1.54
Ge 1.85 0.25 1.81
C 2.58 2.05 1.85
C 2.23 3.06 0.96
C 2.84 4.30 1.02
C 3.82 4.55 1.98
C 4.17 3.55 2.88
C 3.56 2.30 2.82
C 0.85 -0.24 3.37
C 1.00 -1.56 3.80
C 0.40 -2.01 4.98
C -0.40 -1.16 5.70
C -0.62 0.18 5.29
C -1.46 1.04 6.04
C -1.66 2.34 5.65
C -1.02 2.83 4.50
C -0.21 2.01 3.75
C 0.01 0.66 4.11
H 3.89 -1.03 2.44
H 3.90 -0.72 0.71
H 2.93 -2.06 1.36
H 1.46 2.88 0.21
H 2.55 5.09 0.33
H 4.30 5.52 2.03
H 4.92 3.74 3.63
H 3.85 1.53 3.53
H 1.60 -2.25 3.22
H 0.57 -3.02 5.32
H -0.88 -1.51 6.61
H -1.92 0.66 6.94
H -2.29 2.99 6.24
H -1.15 3.86 4.21
H 0.28 2.40 2.87
C -2.15 -0.92 -2.51
N -1.25 -2.03 -2.76
C -0.16 -2.31 -2.03
N 0.58 -3.37 -2.39
O 0.19 -1.63 -1.03
H -3.15 -1.20 -2.84
H -1.85 -0.02 -3.05
H -2.19 -0.71 -1.45
H -1.42 -2.59 -3.58
H 0.33 -3.99 -3.14
H 1.39 -3.60 -1.83
C 2.94 4.90 -5.13
C 2.11 5.17 -3.88
C 1.39 3.94 -3.35
N 2.39 2.99 -2.82
C 2.11 1.85 -2.23
S 0.47 1.34 -2.07
N 3.14 1.07 -1.79
C 4.55 1.33 -1.76
O 5.17 0.88 -0.84
C 5.15 2.10 -2.88
C 4.73 1.90 -4.19
C 5.39 2.56 -5.22
C 6.43 3.43 -4.93
C 6.84 3.63 -3.62
C 6.21 2.95 -2.59
H 3.44 5.81 -5.47
H 2.31 4.54 -5.95
H 3.73 4.15 -4.96
H 1.35 5.92 -4.09
H 2.74 5.58 -3.08
H 0.83 3.45 -4.14
H 0.70 4.20 -2.56
H 3.36 3.23 -2.96
H 2.87 0.31 -1.20
H 3.93 1.21 -4.41
H 5.09 2.39 -6.25
H 6.94 3.94 -5.74
H 7.66 4.30 -3.40
H 6.53 3.07 -1.56
*
```



2.
ORCA calculation (ωB97M-V with the def2-TZVPD basis set) on a 12-piece molecular cluster, C38H99N7O17 overall in a non-equilibrium geometry.

Computed properties:
Energy relative to the best compared isomer or geometry (same formula, charge and spin) (kJ/mol): 465.81
HOMO-LUMO gap (eV): 2.9
LUMO (eV): -5.456

ORCA input file:
```
! wB97M-V def2-TZVPD RIJCOSX def2/J DEFGRID3
* xyz 2 1
C -2.73 3.82 5.46
C -1.92 2.85 4.59
C -2.76 1.73 3.94
O -2.73 1.72 2.53
C -3.85 1.07 1.94
N -1.09 3.63 3.56
H -1.60 3.79 2.69
H -0.86 4.57 3.90
H -0.17 3.17 3.48
H -3.33 3.30 6.21
H -3.36 4.40 4.79
H -2.11 4.50 6.04
H -1.09 2.39 5.11
H -3.81 1.93 4.20
H -2.54 0.79 4.45
H -3.72 1.06 0.86
H -4.79 1.55 2.21
H -3.89 0.04 2.31
C 2.99 3.66 1.21
C 2.99 4.61 2.41
C 4.41 5.13 2.68
O 4.46 6.32 3.41
C 5.62 7.10 3.19
N 2.06 5.77 2.16
H 2.37 6.28 1.33
H 1.11 5.48 1.96
H 2.07 6.44 2.94
H 2.01 3.23 1.03
H 3.62 2.78 1.31
H 3.36 4.26 0.37
H 2.63 4.10 3.31
H 4.83 5.33 1.68
H 4.99 4.35 3.16
H 5.77 7.22 2.11
H 6.51 6.54 3.51
H 5.59 8.02 3.76
C -2.49 -4.10 3.74
C -3.92 -4.57 3.92
C -4.25 -6.03 3.84
O -5.55 -6.29 4.21
C -6.53 -6.65 3.26
N -4.53 -3.96 5.19
H -5.33 -4.58 5.38
H -3.89 -3.82 5.97
H -4.97 -3.07 5.00
H -2.35 -3.03 3.61
H -2.32 -4.54 2.75
H -1.81 -4.49 4.50
H -4.48 -4.06 3.12
H -3.51 -6.54 4.47
H -4.06 -6.37 2.82
H -6.47 -5.96 2.41
H -7.53 -6.62 3.68
H -6.36 -7.63 2.80
C 3.60 4.07 -3.04
C 2.13 4.15 -3.44
C 1.88 3.38 -4.75
O 2.38 2.09 -4.53
C 2.49 1.31 -5.73
N 1.27 3.48 -2.37
H 0.31 3.44 -2.70
H 1.61 2.51 -2.24
H 1.26 3.87 -1.43
H 4.16 4.79 -3.62
H 4.10 3.12 -3.23
H 3.73 4.20 -1.96
H 1.86 5.20 -3.54
H 2.37 3.96 -5.54
H 0.81 3.26 -4.99
H 3.24 1.85 -6.33
H 1.57 1.12 -6.28
H 2.99 0.37 -5.53
C 5.18 -5.49 -0.73
C 4.41 -4.22 -1.09
C 2.98 -4.58 -1.36
O 2.22 -3.44 -1.67
C 0.82 -3.65 -1.84
N 4.47 -3.24 0.03
H 3.98 -2.35 -0.16
H 4.14 -3.65 0.92
H 5.45 -3.03 0.23
H 6.18 -5.18 -0.42
H 5.17 -6.18 -1.57
H 4.68 -6.00 0.09
H 4.90 -3.77 -1.95
H 2.56 -5.05 -0.46
H 2.95 -5.33 -2.16
H 0.35 -3.79 -0.86
H 0.66 -4.56 -2.42
H 0.45 -2.75 -2.33
C -5.07 0.55 -7.87
C -5.70 0.59 -6.48
C -4.98 -0.28 -5.45
O -3.66 0.19 -5.42
C -2.93 -0.29 -4.30
N -5.78 2.05 -6.06
H -4.92 2.59 -6.13
H -6.36 2.53 -6.75
H -6.27 2.17 -5.17
H -5.16 -0.38 -8.43
H -4.02 0.81 -7.91
H -5.60 1.28 -8.51
H -6.74 0.26 -6.49
H -5.05 -1.30 -5.82
H -5.47 -0.23 -4.48
H -1.97 0.23 -4.22
H -2.61 -1.33 -4.39
H -3.44 -0.12 -3.34
C -0.35 -0.42 2.39
C 0.25 -0.16 1.01
C -0.40 1.00 0.31
O 0.24 1.34 -0.92
C 0.33 0.24 -1.80
N 1.73 0.10 1.19
H 1.84 0.82 1.92
H 2.15 -0.78 1.52
H 2.19 0.36 0.31
H -0.46 0.49 2.99
H 0.32 -1.07 2.96
H -1.31 -0.93 2.28
H 0.21 -1.16 0.56
H -0.30 1.82 1.03
H -1.47 0.91 0.13
H 1.27 -0.31 -1.70
H 0.28 0.49 -2.87
H -0.50 -0.47 -1.70
C 3.68 0.28 -2.96
C 3.72 0.61 -1.47
O 4.05 -0.26 -0.64
O 3.32 1.77 -1.12
H 4.30 1.00 -3.51
H 2.66 0.44 -3.31
H 4.01 -0.72 -3.21
C 2.51 0.66 5.08
C 1.81 1.91 4.62
O 1.59 2.81 5.45
O 1.42 2.00 3.41
H 3.42 0.97 5.60
H 2.74 -0.14 4.37
H 1.96 0.10 5.84
C -4.35 -2.11 0.13
C -2.91 -2.63 0.00
O -2.70 -3.76 0.47
O -2.12 -1.96 -0.73
H -4.60 -1.28 -0.53
H -4.53 -2.00 1.21
H -5.01 -2.91 -0.22
C 2.11 -3.14 4.33
C 2.85 -3.19 3.02
O 3.27 -4.27 2.55
O 2.93 -2.13 2.32
H 1.50 -4.02 4.54
H 1.46 -2.27 4.47
H 2.83 -3.03 5.15
C 0.42 -1.55 -5.26
C 0.69 -2.90 -5.93
O 0.27 -3.91 -5.32
O 1.28 -2.91 -7.03
H -0.16 -1.62 -4.33
H -0.10 -0.80 -5.87
H 1.41 -1.13 -5.04
*
```



3.
ORCA calculation (ωB97M-V with the def2-TZVPD basis set) on a 2-piece molecular cluster, C31H50F3O3P2 overall in a non-equilibrium geometry.

Computed properties:
HOMO-LUMO gap (eV): 7.1
LUMO (eV): -2.376

ORCA input file:
```
! wB97M-V def2-TZVPD RIJCOSX def2/J DEFGRID3
* xyz 1 1
C 6.76 -0.61 4.80
C 6.86 -2.12 5.11
P 7.17 -3.31 3.72
C 8.27 -2.37 2.59
C 5.52 -3.31 2.89
C 4.98 -2.10 2.43
C 3.72 -2.02 1.86
C 3.17 -0.70 1.40
O 1.87 -0.41 1.93
C 1.78 -0.25 3.27
F 0.83 0.67 3.51
F 1.39 -1.37 3.88
F 2.92 0.17 3.83
C 2.97 -3.17 1.73
C 3.47 -4.38 2.17
C 4.75 -4.46 2.75
C 5.18 -5.83 3.21
O 6.33 -6.19 3.29
C 4.08 -6.78 3.55
C 2.87 -6.68 3.00
C 2.62 -5.60 2.02
O 1.80 -5.69 1.13
H 7.48 -0.04 5.38
H 6.98 -0.39 3.75
H 5.76 -0.22 5.00
H 5.89 -2.45 5.48
H 7.58 -2.32 5.90
H 8.90 -1.74 3.21
H 8.92 -3.06 2.05
H 7.76 -1.71 1.88
H 5.57 -1.20 2.53
H 3.01 -0.75 0.32
H 3.87 0.11 1.59
H 1.98 -3.15 1.30
H 4.34 -7.57 4.24
H 2.09 -7.38 3.24
C -0.80 1.94 1.36
C -0.90 2.93 0.20
C -2.30 3.51 0.03
C -3.35 2.55 -0.55
P -3.38 2.34 -2.34
C -3.43 3.99 -3.08
C -4.41 5.03 -2.53
C -5.89 4.89 -2.93
C -6.12 4.70 -4.43
C -4.92 1.52 -2.79
C -5.30 0.15 -2.20
C -4.72 -1.10 -2.88
C -4.72 -1.06 -4.40
C -1.90 1.64 -3.10
C -1.48 0.17 -2.98
C -1.32 -0.39 -1.56
C 0.13 -0.41 -1.09
H -1.50 1.11 1.25
H 0.20 1.53 1.42
H -1.01 2.44 2.31
H -0.57 2.44 -0.73
H -0.21 3.75 0.37
H -2.25 4.42 -0.58
H -2.66 3.84 1.01
H -4.35 2.93 -0.31
H -3.30 1.57 -0.05
H -3.54 3.86 -4.16
H -2.41 4.38 -2.94
H -4.06 6.00 -2.89
H -4.35 5.08 -1.44
H -6.40 5.81 -2.61
H -6.37 4.09 -2.37
H -5.68 5.52 -5.00
H -7.19 4.68 -4.64
H -5.70 3.76 -4.80
H -5.02 1.54 -3.88
H -5.68 2.22 -2.42
H -6.39 0.09 -2.27
H -5.06 0.12 -1.14
H -5.32 -1.95 -2.55
H -3.72 -1.30 -2.51
H -5.73 -0.95 -4.80
H -4.32 -1.99 -4.81
H -4.11 -0.25 -4.80
H -1.07 2.29 -2.81
H -2.04 1.86 -4.17
H -0.54 0.07 -3.51
H -2.19 -0.43 -3.55
H -1.70 -1.42 -1.54
H -1.93 0.16 -0.84
H 0.72 -1.10 -1.70
H 0.21 -0.74 -0.05
H 0.60 0.57 -1.16
*
```